{"formula": "CH2NO2S", "method": "wB97M-V/def2-TZVPD", "symbols": ["C", "N", "O", "O", "S", "H", "H"], "coordinates": [[0.65340, 0.48674, 0.54270], [-0.91284, -0.76548, -0.82613], [1.02835, 1.29157, -0.26362], [-0.17815, -0.51848, 0.44446], [0.99111, 0.28906, 2.67030], [-0.19625, -0.89998, -1.54065], [-1.38562, 0.11656, -1.02705]], "atomic_forces_ev_per_a": [[1.5, 0.9, 4.5], [0.4, 0.3, 0.3], [-0.5, -0.6, -0.3], [-1.7, -1.5, -1.4], [-0.1, 0.7, -3.2], [0.0, 0.3, 0.1], [0.3, 0.0, 0.0]], "nbo_charge": [0.76, -0.55, -0.67, -0.41, -0.79, 0.33, 0.33], "relative_energy_kcal_mol": 56.3, "energy_ev": -17488.56743, "gap_ev": 6.8, "smiles": "NOC([O-])=S", "charge": -1}